Entry 1:
Computed, not measured: a structure of composition C36H37CrNP2S, with ωB97M-V/def2-TZVPD.

Output
Spin multiplicity ... 5
⟨S²⟩ ... 6.0667
Kohn-Sham gap (alpha / beta) ... 7.30 / 7.16 eV
LUMO level (alpha / beta) ... -0.11 / -0.33 eV
Electronic energy ... -97252.445 eV

```
78
Properties=species:S:1:pos:R:3:mulliken_spin:R:1
Cr 0.30379 0.19269 4.35175 3.816
C -1.70371 -0.37267 5.74136 0.065
C -1.90471 -0.37935 4.36221 0.002
C -2.61501 0.71004 3.59724 -0.003
C -1.74100 1.84264 3.02331 0.013
C -0.57433 2.23895 3.90020 0.014
C -0.66009 2.36457 5.28569 0.044
C -1.87836 2.16791 6.09385 0.021
C -2.14459 0.72322 6.63262 -0.021
C 1.90768 -1.01730 4.04152 -0.172
H -1.38929 -1.30448 6.23234 0.026
H -1.95897 -1.36703 3.89654 0.059
H -3.44358 1.15781 4.16174 -0.004
H -3.09974 0.22472 2.73612 -0.003
H -1.36579 1.52504 2.03397 -0.015
H -2.40159 2.70639 2.81058 0.000
H 0.15384 2.89083 3.40644 0.004
H 0.17700 2.82783 5.81564 -0.008
H -2.78081 2.50593 5.56207 0.005
H -1.77705 2.81093 6.98457 0.003
H -1.66324 0.62371 7.62033 0.005
H -3.23199 0.64975 6.80976 0.003
H 1.98083 -1.96032 4.61191 0.017
H 2.88194 -0.50031 4.18385 0.011
H 1.77188 -1.26354 2.96747 0.007
P -0.08263 -1.88005 -2.46305 0.000
P 1.65431 0.46431 -2.76501 0.000
C -0.88881 -0.36859 -3.06560 0.000
C -0.05349 0.67475 -3.31769 0.000
C -0.69661 -3.12370 -3.68657 0.000
C -1.83477 -2.92533 -4.48484 0.000
C -2.21976 -3.89436 -5.41140 0.000
C -1.47126 -5.07204 -5.55626 0.000
C -0.33893 -5.28018 -4.74872 0.000
C 0.05096 -4.31789 -3.82415 0.000
C -1.07938 -2.22434 -0.99389 -0.001
C -0.76392 -1.37531 0.08109 0.001
C -1.47022 -1.49637 1.26446 -0.021
C -2.47488 -2.46145 1.40446 0.019
C -2.76453 -3.30966 0.33263 0.001
C -2.06590 -3.20862 -0.87169 0.000
C 2.48425 1.02417 -4.36941 0.000
C 2.35142 0.17327 -5.49207 0.000
C 2.87027 0.55369 -6.73634 0.000
C 3.55245 1.77887 -6.86085 0.000
C 3.70004 2.61991 -5.74998 0.000
C 3.17959 2.23435 -4.51250 0.000
C 1.90084 1.92346 -1.70272 0.001
C 3.12000 2.00499 -1.00296 -0.002
C 3.39555 3.11873 -0.21836 0.000
C 2.44961 4.15113 -0.10760 0.000
C 1.22924 4.04254 -0.77622 0.000
C 0.94106 2.92974 -1.55818 0.000
H -1.97831 -0.35616 -3.17107 0.000
H -0.33458 1.59129 -3.84298 0.000
H -2.41126 -2.00763 -4.37893 0.000
H -3.11493 -3.72276 -6.02387 0.000
H -1.76836 -5.81175 -6.28984 0.000
H 0.23379 -6.21003 -4.84800 0.000
H 0.92840 -4.47334 -3.19875 0.000
H 0.01795 -0.61587 -0.01706 -0.002
H -1.20790 -0.83668 2.08998 -0.043
H -3.02082 -2.54173 2.34747 0.002
H -3.53649 -4.06490 0.44740 0.000
H -2.29035 -3.87549 -1.69963 0.000
H 1.81259 -0.76835 -5.39079 0.000
H 2.73738 -0.10146 -7.60491 0.000
H 3.95394 2.06978 -7.82909 0.000
H 4.22510 3.57911 -5.85322 0.000
H 3.29470 2.89605 -3.65309 0.000
H 3.86255 1.20837 -1.10949 0.000
H 4.35216 3.20493 0.29465 0.000
H 2.66462 5.03651 0.49545 0.000
H 0.48503 4.84043 -0.70887 0.000
H -0.01036 2.84998 -2.08824 0.000
S 1.58278 0.58182 8.85665 0.094
C 1.13778 0.44216 7.33597 0.131
N 0.86692 0.33169 6.17062 -0.068
```

Entry 2:
Computed, not measured: the molecule C3H6FN3, with ωB97M-V/def2-TZVPD.

Output
Kohn-Sham gap ... 10.41 eV
SMILES string ... [H]/N=C1/NNC[C@@H]1F
LUMO level ... 0.81 eV
Electronic energy ... -10392.737 eV

```
13
Properties=species:S:1:pos:R:3:nbo_charge:R:1
H -2.35545 0.39286 -1.05105 0.336
N -1.46899 0.96969 -1.50439 -0.608
C -0.47658 0.47994 -0.76930 0.369
N 0.92214 1.05176 -0.62219 -0.468
N 1.33472 0.51732 0.68043 -0.443
C 0.14291 -0.38705 1.12920 -0.300
C -0.43943 -0.88146 -0.11562 0.071
F 0.48544 -1.64915 -0.87115 -0.369
H 0.84008 2.00920 -0.36045 0.374
H 2.12845 -0.15064 0.38016 0.352
H -0.50659 0.28518 1.64012 0.223
H 0.74162 -1.06121 1.84617 0.228
H -1.34831 -1.57643 -0.38193 0.234
```

Entry 3:
Computed, not measured: the molecule C20H22BrNO4, with ωB97M-V/def2-TZVPD.

Output
Kohn-Sham gap ... 8.42 eV
SMILES string ... CCOC(=O)C(C(=O)OCC)[C@@H](Nc1ccc(Br)cc1)c1ccccc1
LUMO level ... 0.49 eV
Electronic energy ... -100820.494 eV

```
48
Properties=species:S:1:pos:R:3:nbo_charge:R:1
C -1.99681 -3.92756 1.14409 -0.634
C -2.35456 -2.64436 0.41088 -0.079
O -1.25878 -2.17736 -0.38246 -0.515
C -0.32386 -1.45804 0.24000 0.833
O -0.34147 -1.18066 1.40616 -0.593
C 0.75360 -1.04998 -0.76099 -0.443
C 2.13967 -1.34951 -0.19940 0.817
O 2.36501 -2.20940 0.60694 -0.586
O 3.07181 -0.59252 -0.77905 -0.517
C 4.42027 -0.76585 -0.33047 -0.073
C 4.67935 0.00596 0.95424 -0.638
C 0.60417 0.40895 -1.28345 -0.036
N -0.66568 0.59857 -1.95537 -0.625
C -1.90120 0.55888 -1.33864 0.257
C -2.11049 0.94091 -0.01159 -0.292
C -3.37750 0.90979 0.53712 -0.206
C -4.45355 0.51080 -0.23508 -0.117
Br -6.19746 0.44022 0.53528 0.033
C -4.27816 0.15244 -1.56060 -0.224
C -3.01072 0.17738 -2.10179 -0.262
C 0.88394 1.51483 -0.28592 -0.063
C 0.73020 2.82317 -0.73826 -0.199
C 1.00917 3.89441 0.08815 -0.207
C 1.46074 3.67425 1.37908 -0.213
C 1.62069 2.37794 1.83371 -0.225
C 1.33485 1.30163 1.00866 -0.161
H -1.69907 -4.69688 0.43578 0.209
H -1.17458 -3.74321 1.83097 0.226
H -2.85757 -4.27548 1.70752 0.218
H -3.16880 -2.80167 -0.29926 0.195
H -2.62922 -1.86007 1.12310 0.205
H 0.62514 -1.70859 -1.62980 0.260
H 5.03579 -0.38891 -1.14948 0.191
H 4.60918 -1.83349 -0.17923 0.200
H 4.08608 -0.41019 1.76421 0.223
H 4.41324 1.05231 0.82344 0.218
H 5.73099 -0.06714 1.21561 0.219
H 1.36769 0.51705 -2.06707 0.236
H -0.68793 0.18826 -2.87891 0.380
H -1.28582 1.25597 0.60412 0.240
H -3.52256 1.19556 1.56760 0.230
H -5.12255 -0.15172 -2.16000 0.228
H -2.87018 -0.10983 -3.13446 0.205
H 0.37800 2.99293 -1.74500 0.220
H 0.87862 4.90236 -0.27682 0.214
H 1.68371 4.50903 2.02669 0.214
H 1.96760 2.19579 2.83994 0.215
H 1.43907 0.30302 1.39979 0.223
```

Entry 4:
Computed, not measured: a structure of composition C2H4O2S2, with ωB97M-V/def2-TZVPD.

Output
Kohn-Sham gap ... 7.14 eV
LUMO level ... -2.19 eV
Electronic energy ... -27902.309 eV

```
10
Properties=species:S:1:pos:R:3:nbo_charge:R:1
C -0.79662 -0.78821 -0.41994 -0.396
C 0.22840 0.03112 0.29376 -0.702
O -3.62161 0.28097 -0.90779 -0.838
O -2.72973 0.76463 1.31830 -0.851
S -1.42134 -2.16711 0.21118 0.137
S -2.51283 0.70843 -0.10194 1.707
H -0.90571 -0.63500 -1.49194 0.216
H -0.19446 0.46717 1.19813 0.254
H 0.62493 0.82172 -0.34067 0.222
H 1.04672 -0.61037 0.61577 0.252
```

Entry 5:
Computed, not measured: a structure of composition C38H35ClN2Si2Tb, with ωB97M-V/def2-TZVPD.

Output
Spin multiplicity ... 7
⟨S²⟩ ... 12.6202
Kohn-Sham gap (alpha / beta) ... 5.16 / 5.24 eV
Total charge ... +1
LUMO level (alpha / beta) ... -4.28 / -4.23 eV
Electronic energy ... -93659.658 eV

```
79
Properties=species:S:1:pos:R:3:mulliken_spin:R:1
C -1.63588 -0.67862 4.20168 -0.033
C -2.09425 -0.19836 2.93277 0.004
C -2.10550 -1.30721 2.02325 -0.011
H -2.42311 0.81549 2.72982 -0.002
C -1.64613 -2.46502 2.72383 -0.028
C -1.35509 -2.07917 4.07100 -0.005
H -1.09617 -2.75697 4.87493 -0.001
H -1.64031 -0.09829 5.11841 0.002
H -2.41103 -1.26353 0.99095 0.002
H -1.56847 -3.47549 2.33314 0.001
Tb 0.26378 -0.85736 2.66253 6.200
Si 0.90918 -0.03933 -0.92115 -0.069
C -0.22631 1.54549 -0.83638 -0.020
C 0.33848 2.73881 -1.28234 -0.001
H 1.40299 2.77297 -1.50129 0.000
C -0.45251 3.85079 -1.57386 0.000
H -0.01411 4.71495 -2.07410 0.000
C -1.81624 3.84779 -1.26732 -0.001
H -2.43874 4.71868 -1.50727 0.000
C -2.36425 2.71990 -0.65176 0.001
H -3.43029 2.73019 -0.39168 0.000
C -1.57500 1.58480 -0.41029 0.009
H -2.04133 0.72219 0.07173 0.001
C -0.24001 -1.58328 -0.88500 -0.024
C -1.46500 -1.58692 -1.56625 0.007
H -1.84997 -0.66062 -1.99084 -0.001
C -2.14547 -2.78766 -1.81054 0.000
H -3.02856 -2.78780 -2.45456 0.000
C -1.69384 -3.98804 -1.26652 0.000
H -2.24179 -4.91783 -1.43448 0.000
C -0.54240 -3.96350 -0.48356 0.001
H -0.17487 -4.90355 -0.06831 0.000
C 0.15976 -2.77663 -0.26240 0.013
H 1.08369 -2.79302 0.31500 -0.005
H 0.75648 -0.06286 0.61338 0.005
Si 1.28932 -0.23985 -3.20057 -0.002
C 0.98042 -1.84407 -4.06180 -0.001
C 0.30560 -1.81373 -5.29408 0.000
H 0.07601 -0.83400 -5.74462 0.000
C -0.05141 -3.01868 -5.89728 0.000
H -0.59386 -2.96891 -6.84270 0.000
C 0.26851 -4.23397 -5.27747 0.000
H -0.02661 -5.16493 -5.75692 0.000
C 0.95649 -4.24274 -4.06222 0.000
H 1.14213 -5.19033 -3.55373 0.000
C 1.39207 -3.05869 -3.48591 0.000
H 2.03121 -3.05248 -2.59415 0.000
C 0.55952 1.15826 -4.15400 0.001
C -0.83585 1.24088 -4.12536 -0.001
H -1.40685 0.53188 -3.51580 0.000
C -1.47607 2.23750 -4.85367 0.000
H -2.55919 2.29483 -4.81518 0.000
C -0.73088 3.12184 -5.62576 0.000
H -1.24324 3.84991 -6.24253 0.000
C 0.66423 3.07102 -5.60931 0.000
H 1.25752 3.77350 -6.20140 0.000
C 1.32837 2.11830 -4.83360 -0.001
H 2.42388 2.08870 -4.75485 0.000
H 2.73858 0.03235 -3.12607 -0.001
Cl 3.02003 -0.22184 -0.33957 -0.010
N 0.51513 1.57040 2.86093 -0.010
C 1.20192 1.97789 4.07225 -0.007
C 1.55993 3.29192 4.29941 0.000
C 2.11485 3.64895 5.55143 -0.001
C 2.25440 2.73731 6.58585 0.001
C 1.91494 1.37128 6.36808 -0.001
C 2.00900 0.36844 7.35429 0.002
C 1.69590 -0.94095 7.03696 -0.003
C 1.31732 -1.26475 5.72930 0.014
N 1.22853 -0.33852 4.73609 -0.035
C 1.45295 0.99124 5.06412 0.007
H -0.46534 1.87555 2.84830 -0.002
H 0.90032 1.99729 2.01664 0.002
H 1.41167 4.03262 3.51605 0.001
H 2.44593 4.67015 5.70697 0.000
H 2.64719 3.02221 7.57794 0.000
H 2.30160 0.65997 8.35795 0.000
H 1.72607 -1.73297 7.80138 0.000
H 1.06002 -2.30379 5.46205 0.000
```

Entry 6:
Computed, not measured: a structure of composition C4H6N2, with ωB97M-V/def2-TZVPD.

Output
Kohn-Sham gap (alpha / beta) ... 8.07 / 8.06 eV
LUMO level (alpha / beta) ... 0.37 / 0.37 eV
Electronic energy ... -7221.175 eV

```
12
Properties=species:S:1:pos:R:3:nbo_charge:R:1
N -2.38851 1.93064 1.28689 -0.349
C -1.56523 1.25351 0.81559 0.219
C -0.52632 0.45208 0.31810 -0.133
C -0.34950 -1.04721 0.10692 -0.464
C 0.45388 -0.62961 -1.09435 -0.019
N 0.14385 0.63724 -0.87973 -0.381
H 1.63787 0.25857 1.14924 0.009
H 0.16905 -1.62079 0.87805 0.254
H -1.28632 -1.53592 -0.17742 0.258
H 1.18492 -1.04186 -1.77384 0.220
H 2.14012 -0.14007 0.75650 -0.038
H 0.38619 1.48340 -1.38595 0.424
```

We obtain energy above the lowest of the compared OMol25 structures with the same formula, charge and spin values of 0.0000 2.8765 0.2378 2.0274 0.0000 4.4158 eV for the records listed above, in that order.